No. 1
{"formula": "C65H59F9N2O", "method": "wB97M-V/def2-TZVPD", "e_tot_ha": -3595.31432, "e_homo_ev": [-10.23, -10.23], "s_squared": 0.77, "spin_multiplicity": 2, "charge": 1, "gap_ha": [0.21411, 0.06213], "elements": ["N", "C", "C", "C", "C", "C", "H", "H", "H", "H", "H", "N", "C", "C", "C", "C", "C", "H", "H", "H", "H", "H", "C", "O", "H", "H", "H", "H", "F", "C", "C", "C", "C", "C", "C", "H", "H", "H", "H", "H", "F", "C", "C", "C", "C", "C", "C", "H", "H", "H", "H", "H", "F", "C", "C", "C", "C", "C", "C", "H", "H", "H", "H", "H", "F", "C", "C", "C", "C", "C", "C", "H", "H", "H", "H", "H", "F", "C", "C", "C", "C", "C", "C", "H", "H", "H", "H", "H", "F", "C", "C", "C", "C", "C", "C", "H", "H", "H", "H", "H", "F", "C", "C", "C", "C", "C", "C", "H", "H", "H", "H", "H", "F", "C", "C", "C", "C", "C", "C", "H", "H", "H", "H", "H", "F", "C", "C", "C", "C", "C", "C", "H", "H", "H", "H", "H"], "positions_angstrom": [[25.43, -9.03, 10.47], [24.95, -8.09, 9.64], [23.65, -8.25, 9.07], [22.97, -9.41, 9.29], [23.49, -10.37, 10.15], [24.74, -10.11, 10.67], [25.62, -7.26, 9.43], [23.22, -7.49, 8.43], [22.01, -9.49, 8.81], [22.93, -11.28, 10.28], [25.18, -10.89, 11.28], [26.44, -5.21, 5.31], [27.40, -4.28, 5.58], [28.61, -4.11, 4.89], [28.94, -5.03, 3.85], [28.00, -6.03, 3.58], [26.82, -6.06, 4.36], [27.14, -3.50, 6.28], [29.26, -3.29, 5.14], [29.81, -4.92, 3.23], [28.13, -6.76, 2.79], [26.13, -6.87, 4.14], [20.86, -3.60, 5.79], [19.47, -3.91, 6.13], [21.45, -4.24, 6.45], [21.14, -4.01, 4.81], [21.24, -2.61, 6.01], [18.96, -3.20, 5.73], [25.14, 2.74, 2.87], [23.93, 2.19, 3.25], [22.80, 2.53, 2.51], [21.57, 1.93, 2.80], [21.47, 0.99, 3.75], [22.59, 0.61, 4.47], [23.82, 1.23, 4.26], [22.92, 3.19, 1.67], [20.63, 2.13, 2.31], [20.57, 0.43, 3.97], [22.60, -0.18, 5.21], [24.70, 1.06, 4.86], [19.36, -0.48, 5.98], [19.59, 0.45, 6.92], [19.53, 0.01, 8.20], [19.81, 0.94, 9.25], [20.17, 2.22, 8.94], [20.20, 2.70, 7.64], [19.88, 1.79, 6.61], [19.08, -0.97, 8.30], [19.55, 0.75, 10.28], [20.37, 3.01, 9.65], [20.53, 3.71, 7.44], [20.04, 2.01, 5.56], [23.18, -0.58, 7.32], [23.39, -1.77, 8.00], [22.33, -2.36, 8.63], [22.30, -3.65, 9.17], [23.50, -4.38, 9.16], [24.62, -3.77, 8.50], [24.55, -2.54, 7.81], [21.38, -1.87, 8.47], [21.41, -3.97, 9.68], [23.46, -5.37, 9.59], [25.55, -4.30, 8.34], [25.45, -2.21, 7.31], [27.30, -0.94, 8.71], [28.62, -1.20, 8.57], [29.26, -1.40, 7.33], [30.59, -1.90, 7.32], [31.40, -1.84, 8.48], [30.80, -1.59, 9.76], [29.39, -1.29, 9.77], [28.72, -1.34, 6.40], [30.91, -2.30, 6.37], [32.46, -2.02, 8.45], [31.36, -1.66, 10.68], [28.98, -1.27, 10.77], [19.58, -5.03, 14.30], [20.48, -6.01, 14.00], [21.49, -5.70, 13.12], [22.30, -6.71, 12.62], [22.16, -8.01, 13.18], [21.11, -8.36, 13.97], [20.21, -7.34, 14.33], [21.68, -4.66, 12.89], [23.07, -6.47, 11.90], [22.79, -8.77, 12.74], [21.13, -9.38, 14.30], [19.36, -7.51, 14.97], [20.72, -2.58, 11.65], [21.66, -1.74, 12.19], [22.05, -0.64, 11.43], [23.06, 0.24, 11.84], [23.62, 0.06, 13.10], [23.27, -1.04, 13.94], [22.31, -1.93, 13.47], [21.64, -0.48, 10.45], [23.50, 1.02, 11.24], [24.42, 0.70, 13.45], [23.65, -1.24, 14.93], [21.98, -2.70, 14.15], [26.65, -0.95, 5.89], [26.79, -1.01, 4.53], [26.06, -1.82, 3.70], [26.39, -1.87, 2.34], [27.33, -0.92, 1.82], [28.06, -0.11, 2.64], [27.79, -0.21, 4.00], [25.38, -2.46, 4.25], [25.85, -2.61, 1.77], [27.40, -0.76, 0.76], [28.81, 0.58, 2.27], [28.24, 0.44, 4.73], [17.11, -8.42, 10.63], [17.61, -7.20, 10.44], [18.32, -6.95, 9.25], [18.77, -5.64, 9.04], [18.55, -4.65, 9.92], [18.01, -4.93, 11.16], [17.50, -6.24, 11.42], [18.51, -7.68, 8.48], [19.38, -5.57, 8.16], [18.90, -3.65, 9.73], [17.95, -4.19, 11.94], [17.10, -6.54, 12.37], [25.05, -4.87, 11.64], [25.68, -4.14, 12.60], [25.79, -2.76, 12.51], [26.37, -1.95, 13.48], [26.74, -2.60, 14.64], [26.67, -3.99, 14.81], [26.05, -4.78, 13.77], [25.48, -2.25, 11.61], [26.53, -0.90, 13.30], [27.29, -2.10, 15.42], [27.16, -4.25, 15.73], [25.95, -5.86, 13.82]], "mulliken_charge": [-0.56, -0.44, -0.12, -0.38, -0.39, -0.30, 0.54, 0.46, 0.43, 0.41, 0.39, -0.31, 0.35, -0.43, -0.64, -0.37, -0.40, 0.24, 0.23, 0.41, 0.43, 0.39, -0.11, -0.50, -0.06, 0.45, -0.05, 0.28, -0.32, 0.24, -0.59, -0.32, -0.89, 0.15, -0.49, 0.43, 0.37, 0.61, 0.26, 0.50, -0.36, 0.17, 0.04, -0.64, -0.49, -0.75, -0.36, 0.61, 0.52, 0.43, 0.43, 0.48, -0.40, -0.31, 0.85, -0.81, -0.28, -0.72, 0.42, 0.03, 0.49, 0.22, 0.42, 0.07, -0.16, 0.69, 0.01, -0.44, -0.41, -0.49, -0.37, 0.27, 0.47, 0.43, 0.45, 0.47, -0.33, -0.13, 0.48, -0.54, -0.59, -0.65, -0.28, 0.32, 0.49, 0.27, 0.42, 0.47, -0.09, 0.01, 0.21, -0.90, -0.50, -0.79, -0.39, 0.52, 0.51, 0.47, 0.45, 0.52, -0.20, 0.37, -0.04, -0.88, -0.54, -0.78, -0.25, 0.65, 0.49, 0.41, 0.46, 0.47, -0.34, 0.46, -0.99, 0.10, -0.44, -0.26, -0.67, 0.49, 0.38, 0.36, 0.43, 0.47, 0.14, -0.05, 0.03, -0.80, -0.50, -0.66, -0.49, 0.64, 0.47, 0.39, 0.38, 0.51]}

=====

No. 2
{"formula": "C65H61BF3Li4N11O15", "method": "wB97M-V/def2-TZVPD", "e_tot_ha": -4599.34628, "e_homo_ev": -8.44, "gap_ha": 0.26572, "elements": ["Li", "Li", "Li", "Li", "C", "O", "O", "O", "O", "C", "O", "B", "O", "C", "O", "O", "C", "O", "C", "O", "O", "C", "O", "O", "C", "F", "F", "F", "C", "C", "H", "H", "H", "H", "H", "H", "C", "C", "C", "C", "C", "C", "N", "O", "O", "H", "H", "H", "H", "H", "N", "C", "C", "C", "C", "C", "H", "H", "H", "H", "H", "N", "C", "C", "C", "C", "C", "H", "H", "H", "H", "H", "N", "C", "C", "C", "C", "C", "H", "H", "H", "H", "H", "N", "C", "C", "C", "C", "C", "H", "H", "H", "H", "H", "N", "C", "C", "C", "C", "C", "H", "H", "H", "H", "H", "N", "C", "C", "C", "C", "C", "H", "H", "H", "H", "H", "N", "C", "C", "C", "C", "C", "H", "H", "H", "H", "H", "N", "C", "C", "C", "C", "C", "H", "H", "H", "H", "H", "N", "C", "C", "C", "C", "C", "H", "H", "H", "H", "H", "N", "C", "C", "C", "C", "C", "H", "H", "H", "H", "H"], "positions_angstrom": [[1.14, 0.90, -1.52], [1.36, -2.00, 2.27], [1.04, -2.95, -0.60], [-1.35, 0.69, 1.56], [0.45, -0.24, 0.44], [-0.03, -0.82, 1.43], [0.32, 0.99, 0.35], [0.82, -0.88, -0.50], [-1.66, 4.68, -1.43], [-2.58, 4.80, -0.62], [-3.40, 5.80, -0.45], [-4.50, 5.63, 0.52], [-4.22, 4.32, 1.03], [-3.16, 3.72, 0.40], [-2.70, 2.59, 0.50], [-5.75, 5.90, -0.22], [-6.20, 7.04, 0.12], [-7.20, 7.55, -0.36], [-5.60, 7.48, 1.50], [-4.56, 6.57, 1.70], [-6.02, 8.38, 2.25], [1.95, -4.69, 1.88], [0.88, -4.09, 2.69], [2.18, -3.60, 1.03], [2.98, -5.39, 2.79], [2.47, -6.57, 3.18], [4.10, -5.68, 2.14], [3.25, -4.75, 3.94], [-0.26, -4.90, 3.11], [-1.52, -4.14, 3.56], [-1.83, -3.49, 2.74], [-2.35, -4.80, 3.82], [-1.34, -3.45, 4.39], [0.12, -5.42, 4.00], [-0.54, -5.72, 2.45], [1.47, -5.46, 1.28], [-4.18, -1.98, -3.69], [-3.43, -2.90, -2.97], [-3.09, -4.15, -3.53], [-3.47, -4.46, -4.84], [-4.24, -3.51, -5.58], [-4.53, -2.31, -4.94], [-3.07, -5.70, -5.47], [-2.77, -5.74, -6.70], [-2.85, -6.65, -4.70], [-4.41, -1.05, -3.18], [-3.32, -2.69, -1.92], [-2.52, -4.89, -2.98], [-4.67, -3.62, -6.56], [-5.08, -1.52, -5.43], [2.93, 4.46, -4.96], [2.22, 4.36, -3.84], [1.78, 5.48, -3.11], [2.18, 6.78, -3.54], [3.05, 6.83, -4.62], [3.40, 5.70, -5.32], [1.99, 3.35, -3.53], [1.07, 5.45, -2.30], [1.90, 7.66, -2.98], [3.19, 7.83, -4.99], [3.94, 5.89, -6.24], [1.30, -3.31, -2.60], [2.40, -3.89, -3.13], [2.51, -4.24, -4.43], [1.47, -4.02, -5.32], [0.31, -3.41, -4.83], [0.26, -3.04, -3.52], [3.16, -4.03, -2.38], [3.40, -4.72, -4.81], [1.70, -4.18, -6.36], [-0.52, -3.19, -5.48], [-0.61, -2.60, -3.05], [-1.15, 2.18, 3.04], [-2.06, 2.63, 3.97], [-1.88, 3.65, 4.92], [-0.77, 4.37, 4.75], [0.14, 4.13, 3.68], [-0.13, 3.06, 2.89], [-2.92, 1.99, 4.14], [-2.54, 3.89, 5.74], [-0.58, 5.03, 5.57], [1.01, 4.76, 3.61], [0.60, 2.79, 2.13], [-0.63, -4.18, -0.66], [-0.66, -5.49, -1.05], [-1.52, -6.48, -0.63], [-2.58, -6.04, 0.12], [-2.73, -4.67, 0.42], [-1.71, -3.85, 0.08], [0.13, -5.68, -1.76], [-1.45, -7.48, -1.03], [-3.36, -6.76, 0.33], [-3.62, -4.18, 0.80], [-1.71, -2.80, 0.31], [2.89, 0.58, -2.25], [3.31, -0.58, -2.82], [4.58, -1.04, -2.66], [5.50, -0.35, -1.92], [5.21, 0.89, -1.37], [3.84, 1.36, -1.55], [2.63, -0.92, -3.60], [4.95, -1.81, -3.31], [6.42, -0.88, -1.70], [6.04, 1.42, -0.93], [3.39, 2.25, -1.13], [3.13, -0.93, 2.42], [4.31, -1.19, 1.79], [5.43, -0.35, 1.81], [5.33, 0.83, 2.51], [4.19, 1.09, 3.22], [3.13, 0.21, 3.15], [4.26, -2.16, 1.32], [6.31, -0.65, 1.25], [6.11, 1.58, 2.57], [4.15, 1.99, 3.81], [2.27, 0.36, 3.78], [4.88, 5.84, 0.34], [4.00, 4.92, 0.69], [2.64, 5.22, 0.90], [2.25, 6.64, 0.84], [3.24, 7.64, 0.73], [4.51, 7.12, 0.45], [4.39, 3.91, 0.74], [1.96, 4.41, 1.15], [1.21, 6.79, 1.10], [3.13, 8.72, 0.78], [5.29, 7.82, 0.18], [-3.23, -0.38, 1.60], [-4.29, -0.70, 0.78], [-5.26, -1.65, 1.07], [-5.15, -2.35, 2.29], [-4.20, -1.89, 3.22], [-3.26, -0.95, 2.80], [-4.33, -0.19, -0.18], [-6.02, -1.75, 0.31], [-5.94, -3.04, 2.55], [-4.09, -2.29, 4.21], [-2.52, -0.56, 3.48], [-0.29, 0.68, -2.85], [-1.41, 1.37, -2.40], [-2.48, 1.71, -3.24], [-2.51, 1.26, -4.50], [-1.41, 0.49, -5.01], [-0.34, 0.23, -4.17], [-1.22, 1.71, -1.39], [-3.24, 2.38, -2.88], [-3.32, 1.56, -5.15], [-1.51, 0.11, -6.02], [0.47, -0.40, -4.50], [1.19, -1.74, 4.66], [0.19, -0.99, 5.13], [-0.01, -0.93, 6.53], [0.96, -1.41, 7.43], [2.09, -2.03, 6.89], [2.12, -2.26, 5.53], [-0.59, -0.58, 4.51], [-0.78, -0.30, 6.95], [0.83, -1.21, 8.48], [2.90, -2.39, 7.50], [2.74, -3.06, 5.15]], "mulliken_charge": [0.47, 0.53, 0.85, 0.97, 0.49, 1.17, -1.04, -0.22, -0.60, 0.54, -0.68, 1.03, -0.44, 0.52, -0.37, -0.48, 0.60, -0.61, 0.56, -0.42, -0.61, -0.05, -0.02, -0.77, 0.35, -0.31, -0.27, -0.27, -0.82, -0.53, -0.33, 0.44, 0.36, 0.43, 0.34, 0.22, -1.01, 0.22, 0.09, 0.07, -1.12, -0.21, 1.01, -0.57, -0.56, 0.50, 0.20, 0.64, 0.43, 0.38, -0.49, -0.63, -0.31, -0.52, -0.40, -0.30, 0.90, 0.57, 0.45, 0.35, 0.36, 1.07, -0.92, -0.82, -0.69, -0.55, -0.83, 0.62, 0.47, 0.41, 0.62, 0.63, 0.43, -0.38, -1.09, -0.51, -0.61, -0.34, 0.44, 0.53, 0.40, 0.61, 0.23, 2.31, -1.37, -1.08, -1.05, -0.09, -0.72, 0.42, 0.58, 0.46, 0.27, 0.42, -0.21, -0.03, -0.58, -0.44, -0.79, -0.52, 0.23, 0.49, 0.40, 0.51, 0.69, 0.33, -0.55, -1.15, -0.22, -1.02, -0.34, 0.56, 0.54, 0.45, 0.52, 0.40, -0.56, -0.65, -0.02, -0.47, -0.69, -0.19, 0.78, 0.53, 0.50, 0.42, 0.38, 0.30, -0.49, -0.60, -0.84, -0.61, 0.22, 0.53, 0.49, 0.43, 0.53, -0.31, 0.47, 0.14, -0.67, -0.64, -1.04, -0.43, 0.32, 0.49, 0.48, 0.51, 0.48, 0.53, -0.20, -0.97, -0.39, -0.98, -0.31, 0.54, 0.44, 0.44, 0.45, 0.44]}